Here is a 12-piece molecular cluster, C5H36N2O11 overall from OMol25. Energies are from ωB97M-V/def2-TZVPD.

Geometry as ORCA input:
```
! wB97M-V def2-TZVPD RIJCOSX def2/J DEFGRID3
* xyz 0 1
C -1.75250 -1.15646 -1.47353
N -1.20503 -2.52133 -1.87748
C -0.40872 -3.34636 -0.96580
C -2.24478 -3.30522 -2.69619
C -0.68637 -0.01711 -1.79305
C -1.38029 1.26843 -1.17356
N 0.61672 -0.25728 -1.11689
H -1.84618 -1.19612 -0.35174
H -2.68190 -0.62127 -1.80295
H -0.20578 -4.38117 -1.52330
H 0.62378 -3.03621 -0.60461
H -1.01405 -3.66269 -0.15097
H -2.58442 -2.55918 -3.50203
H -3.08819 -3.50395 -2.03463
H -1.64936 -4.31269 -3.00400
H -0.37575 -0.14390 -2.95925
H -1.83831 1.73043 -2.05887
H -2.12783 1.10437 -0.28423
H -0.57066 2.02446 -1.08769
H 0.69837 -1.18928 -0.99665
H 0.61282 0.17906 -0.18273
H 0.44471 -1.05275 2.24112
H 1.38017 -1.47989 1.30310
O 0.68496 -1.79882 1.75311
H 2.40438 1.83614 -2.65563
H 1.90210 0.48677 -2.34746
O 2.51321 0.97176 -3.01734
H -0.22642 -0.12668 4.51172
H -0.52674 1.29695 3.88187
O 0.14656 0.52669 3.97501
H 1.29100 3.52307 -0.32692
H 1.75223 4.57656 -1.05253
O 1.56402 3.62363 -1.20258
H -3.14485 -2.22994 1.90074
H -2.22041 -1.36110 2.70070
O -2.75179 -2.08913 2.66976
H 3.51465 0.63145 -1.59934
H 4.33194 1.58063 -1.23812
O 3.97947 0.72963 -0.84332
H 1.79671 0.47230 2.00354
H 2.40425 0.43970 0.47337
O 1.65631 0.57147 1.07140
H -2.29680 1.50697 2.91540
H -3.76055 0.93754 3.44399
O -2.80488 1.11620 3.69597
H 0.90308 2.50849 1.35889
H 1.63278 3.16798 2.51314
O 0.99919 3.38320 1.81246
H -1.88757 4.12409 3.01676
H -0.70623 3.75984 2.05375
O -1.41786 3.41624 2.52764
H 1.57000 -2.22490 -2.93815
H 0.50877 -3.16789 -3.12690
O 1.42262 -3.05667 -3.55661
*
```

The calculation puts the energy above the lowest of the compared OMol25 structures with the same formula, charge and spin at 609.3 kJ/mol. The electronic energy is -1149.06192 Eh. As for the SMILES: C[C@@H](N)CN(C)C.O.O.O.O.O.O.O.O.O.O.O. For the strongest force on any atom, the calculation gives 0.1204 hartree/bohr. The LUMO energy is -0.07 eV.

Here is a 14-piece molecular cluster, C5H36N2O13 overall from OMol25. Energies are from ωB97M-V/def2-TZVPD.

Geometry as ORCA input:
```
! wB97M-V def2-TZVPD RIJCOSX def2/J DEFGRID3
* xyz 0 1
C 2.10226 1.43642 1.87021
C 3.13385 2.46332 1.31008
C 3.14042 2.45380 -0.14098
C 3.53142 1.42502 -0.89706
N 3.82086 1.41513 -2.35241
C 2.87221 1.89733 -3.09118
N 0.72002 1.97634 1.94517
H 2.29029 1.19326 2.92248
H 1.99863 0.42189 1.32006
H 2.79192 3.36309 1.67608
H 4.16387 2.43746 1.65408
H 2.91438 3.41386 -0.58222
H 3.75816 0.35207 -0.53944
H 2.02348 2.39133 -2.78925
H 2.90960 1.94667 -4.19836
H 0.69650 2.83135 2.47074
H 0.36460 2.11070 0.97911
H -4.51487 -2.01770 2.24430
H -3.59039 -0.89528 2.38681
O -3.66294 -1.86012 2.37576
H -1.45365 0.10996 -0.24914
H -1.60551 1.06512 0.98873
O -1.80957 0.19450 0.68288
H -0.36143 2.70907 -1.97310
H -0.18280 1.50498 -1.39906
O -0.38574 2.37601 -1.09210
H -0.30491 -0.91860 1.23407
H -1.08562 -1.80208 2.24059
O -0.26910 -1.72010 1.69862
H 0.76420 -3.26877 -3.21602
H 1.78735 -2.84769 -2.18404
O 1.26823 -2.53104 -2.92395
H -3.37591 0.33972 0.19831
H -4.81126 0.02272 -0.38194
O -4.37271 0.51608 0.23541
H 2.16963 -1.59856 0.36640
H 1.41319 -0.45899 -0.13420
O 1.69857 -1.27742 -0.47576
H -3.09704 3.30841 0.16650
H -1.71180 3.11943 -0.20909
O -2.29284 3.11465 0.59817
H -1.25677 -1.87518 -0.29169
H -1.35348 -3.14797 0.41117
O -1.60873 -2.75579 -0.37732
H -1.43501 -3.01647 -4.01366
H -1.48777 -3.28719 -2.67205
O -1.19439 -3.76661 -3.41012
H -2.71985 2.51518 3.75765
H -3.51946 1.40387 3.40947
O -2.79041 1.58735 4.13349
H 0.44483 -1.15213 -2.44772
H -0.89725 -0.34268 -2.54964
O -0.36312 -0.75776 -1.99180
H 0.95323 -2.94577 1.71668
H 1.85817 -3.92481 2.11232
O 1.40722 -3.72672 1.31164
*
```

The calculation puts the energy above the lowest of the compared OMol25 structures with the same formula, charge and spin at 727.9 kJ/mol. The electronic energy is -1299.57917 Eh. For the strongest force on any atom, the calculation gives 0.1199 hartree/bohr. The LUMO energy is -0.40 eV.

Here is a 13-piece molecular cluster, C5H36N2O13 overall from OMol25. Energies are from ωB97M-V/def2-TZVPD.

Geometry as ORCA input:
```
! wB97M-V def2-TZVPD RIJCOSX def2/J DEFGRID3
* xyz 0 1
C 0.74110 -1.95366 -0.11984
N 1.46450 -0.81470 -0.69677
C 2.27280 -1.22162 -1.87340
C 2.49254 -0.42655 0.34143
C -0.67370 -1.49923 0.31930
N -0.56975 -0.84952 1.61906
C -0.82481 -1.32981 2.85334
O -0.50547 -0.64817 3.82678
H 1.21971 -2.48762 0.69141
H 0.53474 -2.61175 -0.96450
H 3.01973 -1.98684 -1.71069
H 2.80143 -0.34879 -2.25541
H 1.54081 -1.41321 -2.66522
H 1.84351 -0.07260 1.13606
H 3.11328 0.38559 -0.04032
H 3.09483 -1.29265 0.62402
H -1.12023 -0.89299 -0.47407
H -1.38293 -2.33038 0.35225
H -0.12516 0.05097 1.53358
H -1.37109 -2.28103 2.91088
H 1.58624 3.28436 -0.03906
H 1.57835 2.23433 1.07952
O 1.68216 3.18437 0.92044
H -4.97201 -2.42040 1.10072
H -4.26665 -2.27634 -0.17933
O -4.53793 -2.97258 0.43068
H 1.12868 1.15176 -1.48096
H 1.20186 1.72311 -2.92796
O 1.28623 1.96612 -1.99538
H 1.49110 2.02036 3.11137
H 1.07142 0.65638 3.29788
O 1.52779 1.18810 2.61996
H -4.30944 0.40580 1.34367
H -5.17138 -0.23434 2.46013
O -4.55998 -0.43321 1.74646
H 3.46548 -4.55138 -0.62715
H 2.45145 -4.24446 -1.80859
O 2.78475 -3.96228 -0.95372
H 4.83669 2.11409 -1.75178
H 3.47896 2.27011 -2.33932
O 4.35246 1.92573 -2.55988
H -3.56225 2.58251 0.98887
H -2.42172 1.61714 0.56133
O -2.97951 1.87987 1.30218
H -0.37882 2.47573 -1.85258
H -1.45019 3.38870 -1.00442
O -1.30703 2.67377 -1.63871
H -1.65666 -4.62854 2.16442
H -2.74436 -3.67180 1.56888
O -2.38784 -4.04001 2.39316
H -0.15627 4.40976 0.55331
H -0.06546 5.73829 -0.28375
O -0.53055 4.90604 -0.18599
H -1.70346 1.46930 -3.11076
H -1.14958 1.27379 -4.59960
O -1.17835 0.92041 -3.71189
*
```

The calculation puts the energy above the lowest of the compared OMol25 structures with the same formula, charge and spin at 368.6 kJ/mol. The electronic energy is -1299.71600 Eh. For the strongest force on any atom, the calculation gives 0.0583 hartree/bohr. The LUMO energy is 0.25 eV.

Here is a 12-piece molecular cluster, C5H36NO12 overall from OMol25. Energies are from ωB97M-V/def2-TZVPD.

Geometry as ORCA input:
```
! wB97M-V def2-TZVPD RIJCOSX def2/J DEFGRID3
* xyz 1 1
C 0.05119 -2.65546 -2.21100
O 1.23310 -1.86510 -2.23474
C -0.91932 -2.17324 -1.12890
C -2.37694 -2.55016 -1.46154
C -2.94885 -1.69053 -2.59685
C -3.24894 -2.46124 -0.22124
N -0.78804 -0.69514 -0.98995
H -0.33020 -2.51940 -3.22083
H 0.29250 -3.70712 -2.01738
H 1.83428 -1.98838 -1.47400
H -0.65803 -2.59735 -0.16036
H -2.32844 -3.57217 -1.85018
H -2.30880 -1.68187 -3.47608
H -3.16884 -0.67147 -2.27454
H -3.91582 -2.09836 -2.90554
H -2.85182 -3.06613 0.59480
H -3.37919 -1.42663 0.10537
H -4.25771 -2.84612 -0.38148
H -1.67688 -0.24643 -0.73842
H -0.08304 -0.41439 -0.28251
H -0.47307 -0.28649 -1.87200
H 2.52565 -1.23999 0.29053
H 3.85583 -1.92563 -0.26379
O 2.92610 -2.08585 -0.07625
H -4.02142 5.23564 1.27188
H -3.48251 6.05655 0.03038
O -3.59873 5.16539 0.40316
H 0.96186 2.99022 1.86533
H -0.06854 3.20039 3.03220
O 0.00919 2.95938 2.10775
H 1.40958 -0.22708 1.90328
H 2.05083 1.00858 1.14928
O 1.68760 0.09640 0.98684
H 1.63238 3.41602 -1.57592
H 3.15854 3.48402 -1.88663
O 2.50712 3.69217 -1.19706
H -1.02498 3.37216 0.74586
H -2.35403 3.93925 0.12449
O -1.59515 3.33193 -0.06086
H 0.38313 -3.39798 2.13631
H -1.03102 -3.67404 2.75639
O -0.54125 -3.04114 2.23426
H 2.57210 3.14076 0.37168
H 3.39103 3.07145 1.70106
O 2.58675 2.75369 1.28319
H -0.63711 3.43294 -1.46734
H -0.30720 3.78014 -2.93457
O -0.01998 3.20487 -2.20746
H 1.68558 -1.82268 3.25458
H 0.24127 -1.48867 3.13035
O 1.09926 -1.02814 3.29048
H 2.87695 -4.14252 2.44009
H 2.54971 -3.07861 1.36104
O 2.22815 -3.47293 2.21178
*
```

The calculation puts the energy above the lowest of the compared OMol25 structures with the same formula, charge and spin at 0.0 kJ/mol. The electronic energy is -1169.61038 Eh. For the strongest force on any atom, the calculation gives 0.0259 hartree/bohr. The LUMO energy is -2.10 eV.